Formula: C30H90O15
Source: the Open Molecules 2025 dataset
Level of theory: ωB97M-V/def2-TZVPD

Last column: Löwdin charge in e.
CARTESIAN COORDINATES (ANGSTROEM)
C  -23.45513  -13.64120  6.01681  -0.118
C  -24.82325  -13.91195  6.50211  -0.303
O  -25.07504  -15.27145  6.32674  -0.071
H  -22.70566  -14.29968  6.45593  0.059
H  -23.19528  -12.63297  6.33937  0.088
H  -23.42179  -13.80962  4.94043  0.062
H  -25.58974  -13.38791  5.93116  0.114
H  -24.87385  -13.74345  7.57781  0.120
H  -26.01618  -15.34984  6.15440  0.089
C  -22.78621  -11.59773  1.10713  -0.099
C  -23.54856  -10.30193  0.93035  -0.236
O  -23.40722  -9.90301  -0.45274  -0.061
H  -22.77100  -11.90257  2.15353  0.031
H  -21.74909  -11.49125  0.78908  0.054
H  -23.14624  -12.44696  0.52636  0.059
H  -23.07212  -9.55430  1.56449  0.097
H  -24.60729  -10.42621  1.15784  0.121
H  -24.02045  -9.19495  -0.66296  0.080
C  -20.00032  -17.14350  4.86703  -0.068
C  -20.85885  -17.69046  6.02486  -0.243
O  -21.39303  -16.64827  6.74864  -0.051
H  -20.65988  -16.74984  4.09365  0.040
H  -19.49402  -18.01022  4.44210  0.102
H  -19.32504  -16.35620  5.20208  0.038
H  -20.29224  -18.27694  6.74812  0.126
H  -21.64483  -18.32535  5.61590  0.122
H  -22.32214  -16.58305  6.51603  0.129
C  -25.57569  -13.97042  3.00077  -0.059
C  -24.75986  -12.69758  2.71814  -0.337
O  -25.11931  -11.78736  3.70337  -0.026
H  -26.63020  -13.77641  2.80471  0.095
H  -25.44525  -14.36766  4.00740  0.058
H  -25.21189  -14.75071  2.33228  0.015
H  -24.84805  -12.35432  1.68736  0.086
H  -23.73060  -13.05069  2.78188  0.044
H  -24.42332  -11.15176  3.88562  -0.260
C  -21.94146  -14.87938  3.26055  -0.071
C  -21.47336  -13.96961  2.19538  -0.201
O  -20.68194  -14.66718  1.23846  -0.130
H  -21.19471  -14.95617  4.05083  0.043
H  -22.18597  -15.89186  2.93928  0.039
H  -22.87648  -14.45719  3.62875  0.054
H  -21.00174  -13.09989  2.65281  0.108
H  -22.36333  -13.55907  1.71836  0.078
H  -20.37057  -13.98471  0.63938  -0.295
C  -20.81218  -13.59714  6.23525  -0.124
C  -20.71339  -14.03173  7.67522  -0.283
O  -19.96333  -15.20897  7.70856  -0.089
H  -21.57112  -12.82691  6.09799  0.021
H  -20.97239  -14.35369  5.46709  0.060
H  -19.81915  -13.22752  5.97954  0.081
H  -21.67152  -14.26583  8.13917  0.110
H  -20.25468  -13.23835  8.26535  0.120
H  -20.41060  -15.95894  7.30967  -0.064
C  -22.50547  -17.23469  0.54111  -0.050
C  -21.18061  -17.46253  1.27755  -0.226
O  -20.11516  -16.71650  0.75860  -0.170
H  -23.37082  -17.70376  1.00935  0.038
H  -22.40338  -17.70470  -0.43705  0.096
H  -22.77375  -16.20365  0.31070  0.056
H  -20.95785  -18.52952  1.27374  0.132
H  -21.26665  -17.27437  2.34773  0.075
H  -20.20433  -15.79595  1.01593  -0.095
C  -21.04612  -15.35885  -1.58816  -0.111
C  -19.98996  -16.40497  -2.05491  -0.268
O  -20.22725  -17.61107  -1.40104  -0.084
H  -21.03037  -15.09026  -0.53189  0.051
H  -22.01388  -15.85246  -1.67690  0.069
H  -21.01775  -14.49333  -2.25010  0.102
H  -18.97005  -16.02303  -2.01009  0.090
H  -20.03491  -16.56460  -3.13223  0.110
H  -20.06595  -17.57857  -0.45525  0.001
C  -18.31523  -12.66343  2.73001  -0.039
C  -18.39848  -11.25229  2.10273  -0.206
O  -19.58431  -11.18551  1.40352  -0.068
H  -17.45438  -12.72985  3.39531  0.102
H  -18.33612  -13.51384  2.04849  0.047
H  -19.17504  -12.78767  3.38833  0.077
H  -17.57565  -11.06551  1.41267  0.123
H  -18.32985  -10.40388  2.78358  0.125
H  -19.54875  -10.32680  0.97578  0.153
C  -19.06590  -12.16599  -1.28470  -0.016
C  -20.36506  -12.47093  -0.57903  -0.227
O  -20.16380  -13.07305  0.63616  -0.029
H  -18.55336  -11.35812  -0.76245  0.067
H  -19.24196  -11.70968  -2.25880  0.089
H  -18.34698  -12.97475  -1.41577  0.081
H  -20.89421  -13.23803  -1.14443  0.085
H  -20.96488  -11.57714  -0.40740  0.108
H  -19.90426  -12.38843  1.25707  -0.038
C  -18.26223  -15.19423  0.38630  -0.076
C  -16.81870  -15.10861  0.88697  -0.257
O  -15.90061  -15.19489  -0.21451  -0.071
H  -18.44076  -16.13961  -0.12602  0.091
H  -18.45853  -14.33734  -0.25813  0.075
H  -18.97781  -15.20020  1.20850  0.040
H  -16.64146  -15.95942  1.54484  0.117
H  -16.61635  -14.17299  1.40830  0.109
H  -15.89416  -16.10838  -0.50960  0.080
C  -23.22926  -14.28388  -0.98726  -0.075
C  -24.40205  -14.21720  0.02043  -0.304
O  -25.42681  -13.44843  -0.58404  -0.038
H  -22.82875  -13.27925  -1.12298  0.085
H  -23.57539  -14.69306  -1.93640  0.111
H  -22.42352  -14.94684  -0.67200  -0.015
H  -24.10145  -13.76492  0.96551  0.046
H  -24.81900  -15.19587  0.25802  0.109
H  -26.21955  -13.59323  -0.06230  0.086
C  -22.24306  -11.67139  4.42653  -0.073
C  -22.57543  -10.18391  4.23204  -0.152
O  -23.91307  -10.26791  3.75579  0.028
H  -21.21492  -11.76665  4.77577  0.090
H  -22.52952  -12.32249  3.60063  0.042
H  -22.81156  -12.05768  5.27250  0.021
H  -21.94253  -9.63987  3.53092  0.113
H  -22.45276  -9.67114  5.18603  0.125
H  -24.11526  -9.43191  3.32938  0.148
C  -18.72445  -15.26022  3.44176  -0.107
C  -18.04539  -14.70434  4.72099  -0.301
O  -16.67765  -14.87571  4.54818  -0.048
H  -18.27315  -14.92117  2.50930  0.012
H  -19.78078  -15.03324  3.29779  0.055
H  -18.61007  -16.34197  3.37225  0.091
H  -18.36874  -15.20186  5.63533  0.092
H  -18.20532  -13.63571  4.86431  0.081
H  -16.42015  -15.78540  4.38162  0.096
C  -24.22818  -16.39493  2.54577  -0.160
C  -25.25797  -17.49366  2.68845  -0.250
O  -25.07553  -18.41009  1.62798  -0.077
H  -24.24796  -15.93868  1.55605  0.046
H  -23.21768  -16.78074  2.68046  0.048
H  -24.31751  -15.63657  3.32362  0.048
H  -26.26991  -17.09146  2.64049  0.124
H  -25.05644  -17.94298  3.66088  0.117
H  -24.22004  -18.83209  1.73595  0.077

The charge is 0. The calculation puts the LUMO energy at -0.24 eV. For the HOMO energy, the calculation gives -0.3238 hartree. The value obtained for the gap between HOMO and LUMO is 8.6 eV. For the energy above the lowest of the compared OMol25 structures with the same formula, charge and spin, the calculation gives 657.5 kcal per mole.